<w>
A single C23H22N2O3 molecule, computed with ωB97M-V/def2-TZVPD.

Geometry (Å):
O  5.40440  1.19756  -3.16964
O  4.86500  1.89737  -0.74020
O  -3.23044  0.36457  -1.98051
N  -0.64975  -1.32017  0.44299
N  -2.39744  0.16391  0.11460
C  5.76504  0.84283  -4.48115
C  3.07299  0.64134  -3.62271
C  -5.16439  -1.34925  3.67969
C  -3.70423  0.45873  0.68638
C  0.29216  -1.84964  1.19859
C  3.80009  1.47646  -1.47884
C  -1.27958  0.08132  2.26986
C  4.64313  2.27616  0.59402
C  -1.41540  -0.36157  0.95133
C  0.11970  0.88031  -1.30816
C  4.09933  1.08820  -2.80592
C  -0.29383  -0.48744  3.05269
C  -0.89340  0.15874  -1.79608
C  -4.46711  -2.97705  2.06743
C  0.52007  -1.47244  2.51177
C  1.46207  0.94614  -1.85451
C  -4.04951  -1.96490  1.22376
C  -4.73789  -0.33600  2.83869
C  2.49643  1.41230  -1.03148
C  -2.26451  0.20873  -1.25879
C  1.77241  0.56534  -3.15349
C  -5.02475  -2.67191  3.29809
C  -4.17684  -0.63428  1.60504
H  5.25548  1.46744  -5.22247
H  1.29967  -1.93661  3.09427
H  2.25272  1.70643  -0.02217
H  3.27695  0.34748  -4.63997
H  -3.61736  -2.20388  0.26312
H  -0.15909  -0.16241  4.07439
H  -0.79416  -0.40684  -2.70975
H  -5.60175  -1.10459  4.63662
H  3.97016  3.13762  0.66392
H  -5.35120  -3.46308  3.95668
H  6.83871  1.01212  -4.54582
H  0.88315  -2.62066  0.72232
H  -4.38418  0.55456  -0.16858
H  4.23584  1.44938  1.18633
H  5.62058  2.55212  0.98659
H  5.55237  -0.21141  -4.68748
H  -4.84714  0.69593  3.14277
H  -4.35946  -4.00759  1.76295
H  -3.67838  1.42147  1.20990
H  -1.91764  0.85460  2.66439
H  0.99523  0.22603  -3.81879
H  -0.03427  1.45656  -0.40270

Values from the calculation:
HOMO level = -0.28391 Ha
lowest unoccupied orbital energy = 0.600 eV

<x>
A single C23H22N2O3 molecule, computed with ωB97M-V/def2-TZVPD.

Geometry (Å):
O  -1.84519  -3.48964  1.77484
O  -0.26655  -3.02757  -0.76952
O  3.87337  2.04856  -0.14155
N  -2.57219  -0.00559  0.94445
N  4.46734  -0.11723  -0.54781
C  0.31560  2.85510  1.63357
C  -1.61630  -2.26977  1.10819
C  0.84207  -2.22246  -0.71589
C  -3.00676  2.42782  -1.65345
C  -3.17096  0.49231  -0.19295
C  6.20655  1.50891  -0.32849
C  -1.51943  -2.48282  -0.41305
C  -1.57034  0.86478  1.32445
C  -4.21179  -0.02724  -0.95064
C  -1.52911  1.95593  0.42567
C  0.83185  -0.84173  -0.55911
C  -4.04365  1.90504  -2.39962
C  2.06804  -2.87584  -0.84048
C  -2.76099  -1.31543  1.49380
C  0.25553  1.78666  2.52543
C  2.01578  -0.12903  -0.50211
C  4.72007  1.20523  -0.32371
C  3.24698  -2.16496  -0.79219
C  -2.56341  1.72233  -0.54262
C  3.23693  -0.78220  -0.61019
C  -0.68372  0.78250  2.38910
C  -0.57630  2.95419  0.58528
C  -4.63614  0.69368  -2.05031
H  -4.40444  2.43811  -3.26656
H  -0.08947  -0.29051  -0.47739
H  -0.71950  -0.03746  3.09043
H  -0.66303  -1.83178  1.44796
H  1.07590  3.60934  1.76464
H  -2.80082  -1.26374  2.58595
H  6.64161  1.24527  -1.29036
H  -4.68257  -0.96542  -0.69715
H  -5.44534  0.30816  -2.65293
H  1.98636  0.93838  -0.36456
H  6.35269  2.56994  -0.14989
H  -2.25420  -3.23277  -0.72022
H  -1.71913  -1.55441  -0.95770
H  -2.54596  3.36603  -1.92285
H  -3.70584  -1.72987  1.13979
H  2.07282  -3.94587  -0.97618
H  5.27036  -0.71849  -0.67164
H  6.70951  0.94271  0.45283
H  4.18824  -2.68822  -0.88932
H  -0.53277  3.78317  -0.10449
H  0.96349  1.73962  3.33945
H  -1.20521  -4.13373  1.44913

Values from the calculation:
HOMO level = -0.28854 Ha
lowest unoccupied orbital energy = 0.684 eV

Unit: hartree. Relative energies: <w> 0.0790; <x> 0.0000.

<w>
A molecular structure, H8LiO4, computed with ωB97M-V/def2-TZVPD.

Geometry (Å):
O  4.74456  -9.36066  -9.10062
O  5.53607  -9.25488  -6.81974
O  6.80906  -8.55368  -8.42257
O  4.49223  -7.33273  -7.31022
Li  5.41565  -8.41989  -8.03850
H  7.41747  -7.95847  -7.98462
H  3.82615  -9.60826  -8.99363
H  4.57978  -7.42619  -6.36163
H  7.28764  -9.37998  -8.48894
H  4.27529  -6.40972  -7.44143
H  4.72181  -9.36048  -6.32774
H  6.22730  -9.40593  -6.17505
H  4.96342  -9.63016  -9.99266

Values from the calculation:
HOMO level = -0.60626 Ha
lowest unoccupied orbital energy = -3.703 eV
total charge = +1

<x>
A molecular structure, H8LiO4, computed with ωB97M-V/def2-TZVPD.

Geometry (Å):
O  1.58311  -3.13718  -0.27461
O  2.33070  2.05294  1.23991
O  -2.94819  0.01684  1.96183
O  -0.82522  0.84183  -3.06758
Li  -0.03093  -0.27449  0.24268
H  1.61742  -3.45263  -1.17768
H  3.20409  1.87913  1.59091
H  -3.83375  -0.34518  1.99297
H  -2.97015  0.75725  2.56808
H  -1.32886  0.77890  -3.87913
H  2.21233  2.99670  1.34732
H  -0.92697  1.75284  -2.79202
H  1.91647  -3.86700  0.24737

Values from the calculation:
HOMO level = -0.55231 Ha
lowest unoccupied orbital energy = -4.324 eV
total charge = +1

Unit: hartree. Relative energies: <w> 0.0554; <x> 0.0000.